This record from the OMol25 dataset describes the ion C4H9OS with charge -1. The level of theory is ωB97M-V with the def2-TZVPD basis set.

Cartesian coordinates (Å):
O -1.4677 -0.7340 2.8754
C -0.5658 -0.9372 1.9301
C -0.3639 0.2413 0.9108
C 0.4172 -0.1582 -0.3440
C -0.0290 0.6744 -1.5428
S 1.1121 0.5596 -2.9898
H 0.4797 -1.2333 2.2538
H -0.8383 -1.7791 1.2233
H 0.0029 1.1822 1.3371
H -1.3965 0.4506 0.5873
H 0.1150 -1.1816 -0.5855
H 1.4868 -0.1042 -0.1712
H -0.9962 0.3344 -1.8998
H -0.1300 1.7346 -1.3057
H 2.1737 0.9504 -2.2792

As for the multiplicity: 1. As for the LUMO energy: 0.1087 Ha. The maximum force comes out at 0.9 eV Å⁻¹. As for the total charge: -1. The frontier orbital gap comes out at 5.26 eV.

This record from the OMol25 dataset describes the ion C4H9OS with charge +1 in a non-equilibrium geometry. The level of theory is ωB97M-V with the def2-TZVPD basis set.

Cartesian coordinates (Å):
C 2.7401 0.0904 0.5911
C 1.8110 0.3124 -0.2882
C -1.3746 -0.3221 1.1440
C -0.7560 -0.6345 -1.4511
O -0.4707 1.6272 -0.0279
S 0.0663 0.0761 -0.0313
H 3.6109 0.5018 0.2099
H 2.5841 -0.4229 1.5581
H -0.4942 2.1147 -0.8222
H -2.3795 -0.1137 1.0094
H -1.0003 0.1355 2.0116
H -1.3895 -1.4198 1.2488
H -0.4187 0.0273 -2.2356
H -1.7489 -0.3284 -1.2110
H -0.7799 -1.6439 -1.7055

As for the multiplicity: 1. As for the LUMO energy: -0.1831 Ha. The maximum force comes out at 3.7 eV Å⁻¹. As for the total charge: +1. The frontier orbital gap comes out at 9.15 eV.

Calculated energy above the lowest of the compared OMol25 structures with the same formula, charge and spin, 1.278; 4.076 eV (same order as the records).